[1]
87
Properties=species:S:1:pos:R:3:forces:R:3:mulliken_charge:R:1 method="wB97M-V/def2-TZVPD" lumo_energy_ev="-2.71 / -8.65" e_homo_ha="-0.255 / -0.376" total_charge=+1 homo_lumo_gap_ev="4.2 / 1.6" spin_multiplicity=9
Fe -23.874902 -0.638103 13.404962 0.1174 0.0344 -0.2672 0.053
Cl -24.222171 -4.934778 12.687813 0.0037 0.0260 0.0080 -0.004
C -27.493983 -12.378117 12.022684 -0.4084 0.7557 0.9749 -1.339
C -28.756366 -11.910954 12.837025 0.0717 0.7438 -2.0040 0.304
C -28.388848 -10.806065 13.877015 1.0387 -1.5562 -1.0544 -0.556
O -29.426887 -10.653531 14.760730 -0.7912 0.7006 1.2793 -0.330
C -29.119087 -9.764498 15.837309 -0.8441 -0.2700 0.0157 -0.722
N -29.742379 -11.403689 11.843325 0.3132 -0.4386 0.3596 -0.690
H -27.650545 -13.094901 11.216566 -0.5007 -0.1082 0.3660 0.379
H -26.744348 -12.752875 12.719602 0.0857 -0.1437 -0.1098 0.343
H -27.069912 -11.500818 11.534225 0.1328 0.1934 0.0199 0.305
H -29.290462 -12.767893 13.247492 0.4696 0.0690 0.7147 0.312
H -28.133705 -9.856185 13.407198 -0.2178 0.2179 -0.6327 0.293
H -27.448814 -11.088694 14.350886 0.1553 -0.3373 0.5787 0.362
H -29.998945 -9.175658 16.096561 -0.1984 0.1169 -0.4271 0.254
H -28.315026 -9.072755 15.586149 0.1792 -0.1424 0.0622 0.335
H -28.944381 -10.322549 16.757182 0.6538 -0.1768 -0.0869 0.251
H -29.349292 -10.634362 11.320147 -0.0180 0.1977 -0.0267 0.239
H -30.565960 -11.083244 12.332345 -0.1200 0.1739 -0.0318 0.258
C -28.493585 -7.158227 5.359622 -0.3203 1.1580 0.1914 -1.321
C -28.711048 -5.596793 5.391130 0.6565 -0.7141 0.4978 0.582
C -28.782428 -5.009827 6.847101 -0.3629 -0.3366 0.4816 -0.660
O -30.065179 -5.240274 7.447436 -0.1811 -0.0528 -0.9908 -0.337
C -30.372610 -4.380872 8.515953 -0.3900 -0.3275 -0.2932 -0.738
N -27.578383 -5.011998 4.639248 -0.0053 0.1773 0.7751 -0.717
H -28.364520 -7.479158 4.325965 -0.1191 -0.0074 -0.0386 0.367
H -29.328028 -7.705337 5.798349 -0.0359 0.1170 -0.0167 0.325
H -27.580542 -7.423979 5.892387 0.0088 0.1462 0.0610 0.336
H -29.649186 -5.332148 4.903331 -0.3252 -0.1780 0.1657 0.190
H -28.556000 -3.946163 6.921054 -0.0628 0.3691 -0.7019 0.348
H -28.113347 -5.444578 7.589680 0.8049 -0.4724 -0.5361 0.293
H -29.499768 -4.202878 9.144096 0.0019 -0.0521 0.3126 0.329
H -31.192419 -4.863354 9.048148 0.2680 -0.0602 0.3484 0.249
H -30.785583 -3.426190 8.190193 0.2390 0.3085 -0.3004 0.275
H -27.554856 -5.339059 3.683962 -0.1157 -0.2364 -0.0021 0.245
H -27.659222 -4.006602 4.586868 -0.0607 0.1650 0.0486 0.233
C -22.385803 0.517567 7.547519 1.2379 0.0904 -1.6949 -1.650
C -22.326942 -0.210569 8.846592 -0.5367 -1.3919 0.3133 0.542
C -21.048803 0.130254 9.568273 1.0871 -0.6853 1.8125 -0.916
O -20.954059 -0.502350 10.904170 -0.5849 -0.1408 -0.8445 -0.309
C -19.681499 -0.365089 11.562299 -0.6674 0.4446 -1.2347 -0.639
N -23.489755 0.168182 9.630882 -1.3012 1.5402 0.0696 -0.592
H -22.325018 1.593710 7.709735 -0.3718 0.1298 0.0046 0.456
H -23.200146 0.243461 6.876834 -0.4995 0.1279 0.5209 0.416
H -21.534592 0.304400 6.900913 0.4152 -0.1058 0.1403 0.389
H -22.473839 -1.280553 8.699432 0.8829 -0.2377 -0.1402 0.293
H -20.932144 1.205371 9.704752 -0.3692 0.3180 0.0884 0.356
H -20.180076 -0.150132 8.972627 0.0253 -0.3841 -0.1513 0.433
H -19.790376 -0.355086 12.646799 -0.3671 0.2580 -0.1331 0.181
H -19.306797 0.576640 11.161238 0.7372 0.0808 0.5984 0.326
H -19.002826 -1.186168 11.331343 0.0310 -0.0473 -0.3261 0.243
H -23.768824 0.962354 9.072746 0.1565 1.8567 0.9695 0.244
H -24.347006 -0.251470 9.300569 -0.0048 -1.9251 0.2816 0.266
C -17.648054 -8.685275 11.923699 0.2492 -0.2306 -0.0305 -1.237
C -18.319746 -10.043716 12.291188 0.9977 1.1966 0.8561 0.401
C -18.322589 -10.424828 13.770842 -0.6642 -0.1626 0.5411 -0.736
O -17.051607 -10.536127 14.409995 -0.4605 -0.3283 0.4959 -0.346
C -17.139352 -11.353702 15.613349 0.8639 0.4568 -0.7462 -0.739
N -19.682195 -10.072702 11.734059 1.0239 -1.2737 0.3163 -0.660
H -17.284357 -8.803558 10.903001 -0.2519 0.3477 -0.2209 0.309
H -16.779335 -8.313693 12.467175 0.0896 -0.6575 0.4947 0.338
H -18.355711 -7.858342 11.983028 -0.2580 -0.1017 -0.1768 0.298
H -17.718685 -10.829788 11.834123 -0.2038 -0.0812 -0.3389 0.333
H -18.859332 -11.371575 13.831631 0.0538 -0.3411 -0.0876 0.363
H -18.949852 -9.745471 14.347993 -0.1154 0.4880 0.0979 0.274
H -16.281911 -11.137241 16.250556 0.1338 0.3000 -0.2481 0.264
H -17.029594 -12.403578 15.341651 -0.4542 -0.1239 -0.0317 0.294
H -18.013535 -11.169122 16.237722 -0.3332 0.0461 -0.3805 0.317
H -19.491769 -10.289592 10.766184 -0.9286 0.3637 -0.2805 0.280
H -20.196473 -9.213493 11.865911 0.2569 0.1025 -0.2614 0.249
C -28.626424 -1.074552 17.558857 -1.0150 -0.3097 -0.8777 -1.374
C -27.184524 -0.678382 17.211552 1.4030 1.6239 0.7168 0.265
C -26.191463 -1.580512 17.955669 2.3051 -0.3981 -1.2875 -0.800
O -24.864635 -1.332300 17.356389 -0.9006 1.1419 0.0966 -0.184
C -23.710287 -1.721740 18.100684 -0.4062 -0.4086 1.0157 -0.759
N -27.035438 -0.674612 15.767373 -2.5270 -1.4024 1.8354 -0.325
H -28.892859 -0.933158 18.606294 0.6497 -0.3619 0.1717 0.364
H -28.773904 -2.085932 17.180102 -0.1981 -0.2291 0.5568 0.450
H -29.388166 -0.474068 17.061596 0.2617 0.2634 -0.3433 0.436
H -27.062198 0.383075 17.427064 0.3618 -0.1098 0.7971 0.334
H -26.346304 -2.638909 17.746092 -0.6995 -0.1167 0.0041 0.359
H -26.172433 -1.453025 19.038018 -0.1266 0.3298 -0.0437 0.455
H -22.750152 -1.305647 17.795560 -0.5140 0.1272 -1.0697 0.270
H -23.664313 -2.810675 18.114949 0.1933 -0.0547 0.1100 0.331
H -23.773645 -1.342808 19.120737 -0.4143 -0.1721 0.3153 0.324
H -27.465148 -1.527076 15.437594 0.9504 -1.0361 -1.1425 0.364
H -27.643991 0.041376 15.397083 0.6844 1.1241 -0.8692 0.400

[2]
85
Properties=species:S:1:pos:R:3:forces:R:3:mulliken_charge:R:1 method="wB97M-V/def2-TZVPD" lumo_energy_ev=0.55 e_homo_ha=-0.322 homo_lumo_gap_ev=9.3 smiles=COC[C@H](C)N.COC[C@H](C)N.COC[C@H](C)N.COC[C@H](C)N.COC[C@H](C)N
C -19.535032 -2.557582 2.672778 0.0987 -0.1234 0.8813 -0.744
O -18.194665 -2.476183 3.136297 -0.8972 0.8819 -0.1640 -0.368
C -17.424390 -1.495382 2.467106 2.1868 -1.3782 -0.1455 0.318
C -16.576783 -2.216060 1.395438 0.5619 0.4058 -1.0146 0.496
C -15.545013 -3.170994 2.001683 -0.1155 0.3648 0.1048 -1.450
N -15.758914 -1.241516 0.622125 -0.0630 0.2560 -0.6179 -0.634
H -19.560118 -3.002449 1.677528 -0.3387 0.0969 -0.0636 0.266
H -20.055222 -1.596034 2.741343 0.2597 0.1793 -0.4857 0.301
H -20.068451 -3.160141 3.411127 0.1035 -0.4033 -0.3367 0.282
H -17.895682 -0.616792 2.026619 -0.6687 -0.1131 0.2827 0.421
H -16.674298 -1.202344 3.205844 -0.2098 0.6213 0.0815 -0.650
H -17.217830 -2.718505 0.662839 -0.2709 -0.3976 0.4374 0.299
H -14.739917 -2.580027 2.449792 -0.1611 0.1622 0.1326 0.260
H -15.048440 -3.737381 1.212923 -0.2498 -0.3472 0.0622 0.425
H -15.960955 -3.802754 2.783707 -0.0533 -0.2077 -0.2224 0.322
H -15.080313 -1.750196 0.057599 0.2282 -0.1652 0.5164 0.230
H -16.262296 -0.783546 -0.139082 -0.5097 0.1237 0.5607 0.200
C -20.657532 9.403549 3.754331 1.1166 0.4161 -0.4725 -0.738
O -20.639042 8.083700 4.227742 -0.4341 0.1134 0.1153 -0.306
C -19.369482 7.486058 4.119971 -0.0543 -0.2131 -0.6949 -0.676
C -19.450196 6.124454 4.765273 0.1787 -0.6484 1.3259 0.574
C -19.468591 6.257658 6.293478 -0.4321 1.3789 0.4091 -1.482
N -18.276800 5.328409 4.386655 0.0450 -1.0651 0.0122 -0.722
H -21.651071 9.821360 3.609152 -0.2080 -0.4569 0.3325 0.251
H -20.150595 9.445859 2.776659 -0.1116 0.0645 0.0385 0.301
H -20.080234 10.055057 4.426521 -0.1745 0.0389 -0.0130 0.298
H -19.054051 7.388985 3.070920 -0.3493 -0.1130 -0.1806 0.345
H -18.554872 8.085556 4.544952 -0.2017 0.0622 0.4963 0.369
H -20.398409 5.611228 4.576813 -0.0416 0.2434 -0.7795 0.187
H -19.393929 5.327807 6.854506 0.2674 -0.1106 -0.1940 0.387
H -20.393836 6.738807 6.631058 -0.2587 -0.3253 -0.3510 0.378
H -18.759766 7.014609 6.646236 0.5847 -0.5505 -0.0735 0.313
H -18.216748 4.551181 5.042946 0.2697 0.4751 0.3959 0.130
H -18.413732 4.771674 3.541830 -0.1955 0.7776 -0.3648 0.290
C -17.863623 1.483719 4.804631 -0.6019 -0.0130 0.0993 -0.249
O -16.525608 1.062307 4.847807 -0.1919 0.1974 -0.6374 0.065
C -15.795010 1.608231 3.783059 0.4442 0.3350 -2.0602 -1.258
C -14.438294 0.904623 3.577205 0.9244 1.4884 0.8207 1.043
C -13.378156 1.677867 4.377689 0.7748 -1.6344 0.0965 -1.470
N -14.050199 0.944974 2.160892 -2.0550 -0.6878 -0.2403 -0.650
H -17.983209 2.567990 4.902659 0.2757 -0.0117 0.5632 -0.388
H -18.376110 0.927116 5.587245 -0.1402 0.3117 0.1031 0.323
H -18.394858 1.301746 3.859204 0.4515 -0.5499 -0.1589 0.283
H -16.320067 1.587163 2.807378 -0.4410 -0.8037 0.3059 0.500
H -15.682377 2.703248 3.834594 0.3522 -0.0805 0.7922 0.427
H -14.491299 -0.131416 3.933568 -0.2331 0.1067 0.2877 0.157
H -13.031666 2.574456 3.870325 -0.4283 0.2108 -0.0258 0.365
H -12.517628 0.993356 4.394075 0.1783 0.3105 0.2224 0.324
H -13.648670 1.836129 5.421465 -0.1175 0.1902 -0.0951 0.317
H -13.232862 0.392306 1.926675 0.3611 0.2443 0.5880 0.035
H -14.801461 0.343919 1.782682 0.4944 0.5050 -0.7525 0.247
C -18.522166 -1.295546 9.684978 -0.0965 0.1429 0.7979 -0.735
O -17.148494 -1.057875 9.538730 0.3089 -0.6301 -0.1164 -0.376
C -16.731611 -0.860395 8.197665 -0.1168 1.8428 0.9222 -0.248
C -15.247009 -0.462190 8.164587 0.0229 -0.6940 -0.3865 0.146
C -14.992059 0.961016 8.641145 -1.2006 0.3509 -0.3943 -1.279
N -14.767848 -0.549482 6.792687 0.6106 0.0644 -0.5078 -0.429
H -19.117087 -0.505683 9.214649 -0.0696 -0.1206 -0.2033 0.302
H -18.721648 -1.260319 10.758711 -0.0118 0.1044 -0.0383 0.261
H -18.848408 -2.292902 9.372648 0.1408 0.0574 -0.4620 0.287
H -17.003069 -1.672680 7.520640 0.1923 -0.2247 0.1205 0.470
H -17.235357 0.074661 7.889721 -0.2938 -0.3554 -0.5812 0.039
H -14.685582 -1.147419 8.805168 0.0533 -0.1501 -0.1647 0.375
H -15.405249 1.153238 9.631707 0.3743 -0.1935 0.1855 0.368
H -15.582904 1.618891 7.987725 0.1318 0.0391 -0.0835 0.181
H -13.959330 1.274375 8.524099 0.1335 -0.2418 0.2723 0.339
H -14.762187 -1.472945 6.378620 -0.0888 -0.1575 0.3925 0.255
H -15.297177 0.036169 6.152706 -0.0829 0.0743 0.3196 0.087
C -10.453714 0.250294 1.508935 0.1598 -0.1798 -1.4436 -0.910
O -10.921835 1.476155 0.972537 0.7738 -0.1234 0.1599 -0.207
C -9.962881 2.503577 1.188185 -1.0293 0.2734 1.1955 -0.635
C -10.537264 3.811896 0.665069 0.4034 0.0405 -1.2858 0.439
C -10.490608 3.757020 -0.880913 -0.2063 0.6976 0.7137 -1.455
N -9.823686 5.014727 1.129456 0.3264 -0.9280 0.6671 -0.761
H -10.076876 0.294770 2.531979 -0.4476 0.1820 0.2269 0.351
H -9.621301 -0.112261 0.890151 0.1318 0.0039 0.0825 0.364
H -11.254480 -0.466903 1.337164 -0.0500 -0.0945 0.5355 0.261
H -9.854516 2.557910 2.283843 0.3547 0.2128 -0.0463 0.336
H -8.977613 2.313305 0.745660 -0.0602 -0.2597 -0.1460 0.300
H -11.571448 3.918129 0.996822 -0.0028 -0.1809 -0.0338 0.314
H -9.519039 3.424564 -1.251387 -0.0276 -0.3057 0.1248 0.316
H -10.590575 4.781453 -1.244091 -0.3913 -0.1131 -0.1578 0.455
H -11.295670 3.113678 -1.227239 0.1429 0.0005 -0.3145 0.291
H -9.914337 4.977634 2.147804 0.0651 0.4270 -0.1316 0.288
H -8.826014 4.840612 0.983948 -0.1000 0.2764 -0.1388 0.263

Maximum force: 3.42; 2.59 (eV Å⁻¹)
ΔE to the lowest compared entry with this formula, charge and spin: 130.1; 34.2 (kcal/mol)